ORCA calculation (ωB97M-V/def2-TZVPD) on 2 unconnected molecules or ions with the total composition C18H11BNO11.

## Properties
- net charge = -1
- HOMO (eV) = -7.3

Last column: natural (NBO) charge in e.
Atoms and positions in Å:
O  0.320  -1.003  2.462  -0.491
C  -0.236  0.033  2.182  0.521
C  0.344  0.854  0.994  -0.229
C  -0.184  2.026  0.541  -0.086
C  0.462  2.793  -0.606  -0.020
C  0.776  4.244  -0.554  -0.240
C  1.403  4.799  -1.736  0.018
N  1.789  4.204  -2.888  -0.421
C  1.513  2.874  -2.971  0.041
C  0.859  2.182  -1.876  -0.244
C  -1.459  2.549  1.279  0.524
O  -2.021  3.518  0.817  -0.501
C  -1.965  1.783  2.514  -0.256
C  -1.467  0.605  2.971  -0.041
C  -1.940  -0.217  4.175  -0.479
C  -3.515  -0.689  3.964  0.092
C  -3.982  -0.823  2.422  -0.172
O  -4.404  0.325  3.400  -0.550
H  1.258  0.473  0.474  0.252
H  0.522  4.862  0.337  0.229
H  1.610  5.902  -1.682  0.184
H  1.800  2.304  -3.880  0.233
H  0.683  1.084  -1.999  0.239
H  -2.852  2.223  3.039  0.251
H  -1.395  -1.195  4.206  0.261
H  -1.932  0.333  5.147  0.238
H  -3.936  -1.455  4.709  0.208
H  -3.330  -0.497  1.589  0.206
H  -5.072  -0.995  2.228  0.231
B  2.028  -3.317  -2.405  1.141
O  0.661  -3.765  -2.075  -0.649
C  0.743  -4.550  -1.002  0.667
O  -0.195  -5.082  -0.472  -0.552
C  2.169  -4.653  -0.579  0.666
O  2.588  -5.284  0.354  -0.549
O  2.924  -3.928  -1.403  -0.647
O  2.405  -3.728  -3.773  -0.642
C  2.687  -2.624  -4.460  0.664
O  3.028  -2.604  -5.612  -0.550
C  2.509  -1.436  -3.576  0.672
O  2.681  -0.287  -3.886  -0.569
O  2.124  -1.841  -2.370  -0.648


ORCA calculation (ωB97M-V/def2-TZVPD) on a molecular structure, C2H2Cl2S2.

## Properties
- spin multiplicity = 3
- HOMO (alpha / beta) (eV) = -5.7 / -9.5

Last column: Mulliken spin population.
Atoms and positions in Å:
C  0.452  0.660  -0.485  0.073
C  -0.904  0.019  0.123  0.183
S  -0.032  1.309  1.125  1.456
S  -0.741  -1.701  0.562  0.088
Cl  1.987  -0.388  -0.470  0.086
Cl  -2.465  0.360  -0.488  0.057
H  1.113  1.298  -1.479  0.053
H  0.590  -1.557  1.112  0.004